The following is a quantum chemistry calculation of 2 unconnected molecules or ions with the total composition C4H15N3O, from OMol25.

For the HOMO energy, the calculation gives -6.68 eV. The energy above the lowest of the compared OMol25 structures with the same formula, charge and spin is 2.9131 eV. The total energy comes out at -400.8111 Ha. Its spin multiplicity is 1. As for the largest force on an atom: 1.4 eV Å⁻¹. The LUMO energy comes out at 0.26 eV. The value obtained for the orbital gap is 6.94 eV.

Element x y z (Å)
H  1.70  -0.67  -3.12
H  0.08  -0.24  -2.53
H  -1.77  0.90  2.62
C  1.85  -1.18  -0.60
H  0.76  0.39  1.61
N  -3.14  -0.20  1.53
O  2.61  -1.98  -1.28
H  0.45  1.94  1.20
H  0.98  0.79  -0.15
H  2.21  -0.91  0.43
H  -1.05  -0.20  -0.16
C  -1.05  0.60  0.61
N  0.37  0.98  0.87
H  -1.20  -0.76  2.28
C  1.13  0.10  -2.59
H  -3.17  -1.08  0.99
H  1.20  1.05  -3.12
H  -1.57  1.48  0.21
C  -1.75  0.11  1.87
H  2.62  0.59  -1.33
H  0.78  -1.53  -0.45
H  -3.69  -0.39  2.36
N  1.68  0.23  -1.23

Here are the natural (NBO) charges for atoms 1 to 6, given in e: 0.2352 0.1840 0.1906 0.1633 0.4066 -0.8286